1.
The following is a quantum chemistry calculation of C3H6O3 as an isolated structure in a non-equilibrium geometry, from the Open Molecules 2025 dataset.

The geometry in XYZ format:
```
12
C3H6O3 (ωB97M-V with the def2-TZVPD basis set)
C -1.5705 0.2580 -0.0651
C 0.9630 -0.7060 -0.4506
C 0.3075 0.6356 -0.5240
O -1.9273 -0.6956 -0.7054
O 0.9070 1.6373 0.0000
O -1.1135 -0.0414 1.2300
H -1.9158 1.2316 -0.2175
H 1.5917 -0.6661 0.4720
H 0.3078 -1.6063 -0.4801
H 1.8027 -0.6574 -1.2317
H 1.8720 1.5741 0.4561
H -1.2246 -0.9640 1.5162
```

Calculated values
highest occupied orbital energy: -8.621 eV
energy relative to the best compared isomer or geometry (same formula, charge and spin): 429.0 kJ/mol



2.
The following is a quantum chemistry calculation of C3H6O3 in the gas phase in a non-equilibrium geometry, from the Open Molecules 2025 dataset.

The geometry in XYZ format:
```
12
C3H6O3 (ωB97M-V with the def2-TZVPD basis set)
C 0.7610 -0.2405 1.1042
C -0.2691 0.8258 -0.6457
C 0.6309 -0.3421 -0.3499
O -0.4410 -1.1322 3.1307
O -0.0336 -1.2766 1.7086
O 1.2931 0.5500 1.7977
H 0.0711 1.6423 -0.0913
H -1.2203 0.4095 -0.3410
H -0.3484 1.2610 -1.6563
H 1.6733 -0.3856 -0.8155
H 0.1453 -1.3532 -0.6009
H 0.3371 -1.1886 3.7239
```

Calculated values
structure (SMILES): CCC(=O)OO
highest occupied orbital energy: -10.730 eV
energy relative to the best compared isomer or geometry (same formula, charge and spin): 365.8 kJ/mol